Version P
ORCA calculation (wB97M-V/def2-TZVPD) on 11 unconnected molecules or ions with the total composition C36H101N7O15.

```
159
Properties=species:S:1:pos:R:3
H -1.28 -2.92 -2.45
C 1.72 0.09 -1.34
H 0.42 3.52 1.82
C 7.82 2.46 -4.82
H 1.19 -2.47 -3.65
H 1.66 4.74 -2.42
O -0.38 -1.57 -3.75
C -5.54 -2.31 -1.32
H 4.03 -5.30 1.45
C 2.61 -2.79 2.96
H -1.46 -1.74 8.09
C 3.16 -3.58 1.81
H 4.14 2.21 -4.38
C 3.10 -2.42 -3.99
H 0.15 -1.93 -0.57
H -1.69 5.14 5.05
H -1.47 -1.97 2.81
H -1.39 5.38 2.43
H 5.45 2.27 2.27
H -3.67 -2.31 -2.03
C -1.35 0.65 -4.33
H 2.13 3.91 2.13
H -2.85 5.33 1.42
N 4.85 0.12 -1.83
H -6.05 -3.05 0.62
H -1.88 -1.30 -2.30
C -0.73 -0.67 -4.80
H -3.41 -6.19 -0.04
C 3.96 -3.38 -4.81
H -2.05 -3.33 1.00
H -1.15 0.24 2.95
H 5.75 -0.09 -1.41
H -3.04 2.05 3.63
C 0.68 4.85 -1.95
H -2.93 1.28 -1.38
C 3.85 1.53 -3.58
H -1.90 -7.19 -0.17
H -2.64 -5.03 -1.86
H 3.59 -2.10 -3.07
H 1.68 1.11 -1.72
O 6.63 1.70 -4.66
H -2.48 0.92 -6.10
H 0.52 6.94 -2.49
H -7.43 -2.74 -0.44
H -4.99 -1.68 3.23
C 1.43 3.50 1.41
H -1.33 -3.50 4.92
H -4.19 -2.12 5.64
H -2.92 6.81 3.78
H 8.67 1.83 -4.53
H 0.06 4.68 -3.87
C -3.17 4.81 3.48
C -3.29 -1.56 5.35
O -4.29 -0.25 -1.52
H 1.65 2.44 1.24
H 7.85 3.37 -4.21
C -2.31 4.84 2.23
C -6.43 -3.15 -0.40
H 3.28 0.50 1.11
H -2.32 -2.29 -3.71
C -1.73 1.48 -5.53
H 4.98 -3.02 -4.84
H 1.03 6.66 -0.82
C -2.03 -1.88 6.13
N -0.92 -2.23 1.99
H 2.52 -3.72 -6.05
H 0.46 1.52 -4.07
H 3.45 -2.64 3.65
H -0.65 6.39 -1.25
H -4.90 -1.08 0.28
H 6.28 2.40 -2.77
H -4.21 6.25 4.58
H -6.20 -0.36 -0.68
O 1.90 -3.14 -3.61
H 3.42 0.68 2.84
H 2.81 -1.54 -4.57
H -3.00 -2.21 7.93
H -3.60 0.80 0.17
C -2.36 -6.22 -0.36
O 4.97 2.17 0.28
H -3.91 -3.42 -0.88
H -2.11 3.83 1.88
C 4.56 2.09 1.65
H -4.02 4.14 3.38
H 3.86 -4.37 -4.36
H -3.60 -0.51 5.48
H 1.52 -0.57 -2.19
H -3.12 4.15 5.51
H -0.69 -4.87 -0.05
H 7.91 2.67 -5.88
H -2.37 -4.04 6.20
H 1.31 -1.55 0.69
O -3.03 -1.81 3.97
H -3.66 -1.35 2.11
H -1.69 -0.74 0.68
C -2.37 2.02 4.50
H -4.62 1.70 -1.05
H 0.54 2.90 -1.06
C -1.58 -3.32 5.97
H 5.28 3.08 0.15
C 4.00 0.71 1.92
H 0.56 0.04 2.46
H 0.22 -0.47 -5.30
H -1.25 -1.20 5.78
H 5.74 0.06 1.36
H -6.08 -2.18 -2.27
H 4.00 -3.03 1.36
N -0.37 1.39 -3.50
O 3.68 -4.84 2.22
H -0.43 1.10 1.54
H 2.67 -0.16 -0.88
C 0.37 6.29 -1.62
H -6.39 -4.20 -0.68
H 5.11 -0.17 -3.90
O -2.48 -3.96 0.39
O -1.59 3.20 4.53
O 1.46 -3.36 3.54
H 2.44 -1.75 2.66
N -2.30 -1.58 7.55
C 0.57 3.95 -0.73
H -2.94 1.95 5.43
H -1.74 1.15 4.42
O 5.04 -0.25 1.94
C 0.40 -1.19 0.20
H -0.46 4.07 -0.35
H 3.82 2.85 1.87
H -0.90 1.70 -6.22
H -0.03 -2.45 2.44
C 5.05 0.65 -3.18
H -4.11 -0.15 3.36
H 7.13 0.81 -2.85
H 3.05 0.94 -4.03
C 6.35 1.45 -3.31
C -1.51 -2.02 -3.03
H -2.17 2.44 -5.25
O 0.61 0.05 -0.45
H -0.26 3.33 -3.05
H -1.42 -1.18 -5.48
C -3.85 0.94 -0.88
C -0.75 -1.01 1.16
H -0.14 0.81 -2.70
O -2.35 -5.95 -1.76
C -5.26 -0.92 -0.75
C -1.65 -5.12 0.42
C -0.47 0.18 2.12
O 1.56 4.23 0.21
N -4.32 -3.02 -1.72
H -0.68 -3.51 6.56
C -2.38 4.36 4.72
H 4.53 0.92 -1.28
O 3.44 -3.45 -6.14
H -2.23 0.48 -3.70
H -1.39 -5.38 1.45
H 3.47 2.04 -2.70
H 2.43 -3.72 0.99
N -0.29 4.36 -2.97
N -3.71 6.17 3.69
C -4.00 -1.22 3.14
H 1.70 -3.76 4.38
```

**E_HOMO**: -0.3263 Ha
**Orbital gap**: 0.3376 Eh
**Lowest unoccupied orbital energy**: 0.3 eV

Atom charges from the Löwdin analysis, given in e for atoms 1 to 8:
1. H 0.094
2. C -0.097
3. H 0.075
4. C -0.108
5. H 0.028
6. H 0.132
7. O -0.226
8. C -0.430

Version Q
ORCA calculation (wB97M-V/def2-TZVPD) on 11 unconnected molecules or ions with the total composition C36H101N7O15.

```
159
Properties=species:S:1:pos:R:3
O 22.08 -5.97 -25.04
H 20.68 -2.64 -18.26
H 22.76 -0.73 -15.68
N 27.77 -8.50 -23.64
C 20.53 -7.18 -13.91
H 17.18 -3.43 -20.27
H 26.36 -10.63 -23.11
H 26.41 2.64 -15.37
H 21.12 -4.79 -14.79
H 21.91 -5.50 -11.60
H 13.45 -5.71 -21.19
N 21.65 -5.01 -13.95
C 22.20 -1.44 -17.78
H 19.43 -10.15 -13.76
C 17.53 -5.34 -20.57
H 24.40 4.26 -21.43
H 21.13 4.38 -20.41
H 25.98 -7.46 -23.68
C 16.96 3.04 -14.14
H 23.49 -0.47 -9.12
H 24.63 1.00 -10.96
H 20.37 -7.06 -24.45
H 25.81 -7.31 -19.06
H 21.79 1.52 -9.81
H 25.33 -9.80 -24.26
H 15.27 3.65 -13.30
O 15.28 -4.74 -21.01
H 23.70 2.45 -10.84
H 25.25 1.12 -8.95
H 21.75 2.54 -21.65
O 24.04 -2.14 -16.28
H 27.88 -3.75 -14.19
H 27.17 -5.41 -13.96
C 16.13 -5.48 -20.08
H 24.25 6.22 -13.54
C 25.84 -9.70 -23.31
O 24.46 1.66 -9.06
H 19.02 -9.09 -12.32
C 22.12 -5.09 -23.94
N 21.51 -3.27 -25.49
C 23.21 -1.02 -16.63
H 19.85 -6.58 -13.30
H 24.10 -7.88 -19.25
C 16.91 3.03 -23.83
C 19.37 -9.14 -13.35
H 21.22 -5.11 -23.33
H 25.45 7.54 -16.64
N 16.05 2.58 -24.87
H 17.09 4.72 -22.61
C 22.39 3.42 -21.61
H 16.62 2.07 -19.95
H 21.78 -7.16 -11.54
C 24.94 -7.36 -19.71
O 24.33 2.44 -20.56
C 13.90 -4.82 -20.74
C 23.95 3.28 -21.59
O 20.58 -8.54 -13.55
H 27.84 -8.38 -24.64
H 17.42 0.72 -20.56
H 22.16 4.01 -22.50
H 18.49 -8.83 -13.93
C 18.63 -6.14 -19.79
O 22.67 -0.38 -9.62
H 20.55 -3.44 -25.25
H 26.88 -6.88 -21.28
H 21.71 -4.03 -26.12
C 17.55 1.80 -20.45
O 17.65 2.55 -21.64
H 21.26 -7.74 -25.70
H 23.32 -6.48 -12.00
H 20.23 -7.15 -14.96
H 17.24 -0.64 -13.54
C 24.33 6.07 -15.58
C 28.04 -4.83 -14.25
H 15.47 4.69 -23.07
O 22.08 4.24 -20.48
C 22.23 -2.70 -23.23
H 15.99 -5.11 -19.07
H 21.30 -4.39 -13.23
H 16.01 1.64 -22.30
H 23.71 2.58 -19.84
H 26.17 3.93 -16.65
H 23.69 4.11 -16.43
H 15.58 4.20 -14.75
C 26.44 -8.27 -23.11
H 19.66 -5.81 -19.95
H 13.40 -4.02 -21.28
H 27.01 -8.53 -20.95
H 13.72 -4.53 -19.71
C 23.91 1.51 -10.32
H 15.21 2.20 -24.46
N 24.82 6.53 -14.31
H 16.45 5.20 -24.32
H 22.32 0.62 -11.37
H 27.48 -5.02 -16.13
H 18.26 -3.70 -21.42
O 28.99 -4.86 -11.92
C 22.46 -3.63 -24.39
H 23.56 -2.87 -15.87
C 26.09 3.66 -15.59
C 22.52 0.90 -10.34
H 18.77 4.42 -14.39
H 22.88 4.51 -14.95
O 25.12 -7.92 -21.05
C 25.42 6.45 -16.65
H 21.20 -2.42 -22.99
C 22.24 -6.38 -12.15
H 17.93 3.02 -12.29
C 21.40 -7.15 -24.79
H 29.47 -6.21 -13.37
H 18.48 -0.26 -14.78
O 28.27 -5.29 -15.66
H 30.10 -4.49 -13.66
H 17.76 4.25 -15.83
H 16.29 2.37 -14.67
H 16.77 0.34 -14.88
H 22.70 -1.77 -23.54
H 18.76 2.90 -15.25
C 23.85 4.56 -15.45
C 16.46 4.50 -23.48
H 29.82 -4.95 -11.46
H 22.79 -5.57 -23.23
O 18.16 1.17 -13.43
H 15.72 -6.49 -20.14
H 25.58 5.87 -14.19
H 18.41 2.08 -19.84
H 17.56 1.10 -23.09
H 23.81 -0.19 -17.01
H 22.80 -1.87 -18.59
C 17.41 2.32 -12.94
C 17.62 0.12 -14.23
H 26.91 4.18 -15.10
N 18.01 -3.96 -20.48
H 24.41 2.78 -22.44
H 22.75 -3.10 -22.35
H 17.92 3.15 -24.22
C 16.99 1.94 -22.68
H 21.83 -7.76 -23.99
O 24.77 3.66 -14.93
N 16.02 4.04 -13.85
H 18.60 -7.22 -19.88
C 29.29 -5.13 -13.31
H 17.51 -5.56 -21.63
C 18.13 3.74 -14.94
H 23.47 -3.52 -24.77
H 24.90 -9.81 -22.77
H 15.58 3.33 -25.35
H 21.66 -0.52 -17.97
C 26.45 -7.84 -21.59
H 23.37 6.57 -15.70
O 21.20 -2.42 -17.48
H 22.59 -6.68 -14.36
H 26.43 6.16 -16.36
H 24.69 -6.30 -19.65
H 16.54 1.91 -12.44
C 21.80 -6.48 -13.63
H 25.19 6.00 -17.61
H 18.57 -6.06 -18.70
H 28.57 -8.07 -23.20
```

**E_HOMO**: -0.3237 Ha
**Orbital gap**: 0.3232 Eh
**Lowest unoccupied orbital energy**: 0.0 eV

Atom charges from the Löwdin analysis, given in e for atoms 1 to 8:
1. O -0.185
2. H 0.071
3. H 0.111
4. N -0.004
5. C -0.230
6. H 0.062
7. H 0.078
8. H 0.085

Which is the most stable structure? version P is the most stable.

Version P
ORCA calculation (wB97M-V/def2-TZVPD) on a single C2H3FO2 molecule.

```
8
Properties=species:S:1:pos:R:3
H 1.26 -1.03 -1.24
C -0.49 -0.09 -0.04
C 0.94 -0.33 -0.32
H -1.20 1.31 1.11
O -0.86 1.19 0.21
H 1.41 0.67 -0.21
O 0.49 -0.87 0.85
F -1.54 -0.85 -0.35
```

**E_HOMO**: -0.3891 Ha
**Orbital gap**: 0.4160 Eh
**Lowest unoccupied orbital energy**: 0.7 eV

In elementary charge units, the Löwdin charges are:
1. H 0.163
2. C -0.522
3. C -0.144
4. H 0.135
5. O 0.106
6. H 0.123
7. O 0.007
8. F 0.132

Version Q
ORCA calculation (wB97M-V/def2-TZVPD) on a single C2H3FO2 molecule.

```
8
Properties=species:S:1:pos:R:3
F -1.54 -1.46 0.38
H 0.88 0.92 -0.06
O -1.08 1.52 0.46
O -1.90 0.60 -0.38
C 0.08 0.39 0.33
C -1.00 -0.42 -0.38
H -0.96 -0.82 -1.33
H 0.20 -0.03 1.26
```

**E_HOMO**: -0.3764 Ha
**Orbital gap**: 0.4095 Eh
**Lowest unoccupied orbital energy**: 0.9 eV

In elementary charge units, the Löwdin charges are:
1. F 0.019
2. H 0.095
3. O -0.054
4. O -0.005
5. C 0.084
6. C -0.356
7. H 0.129
8. H 0.088

Version R
ORCA calculation (wB97M-V/def2-TZVPD) on a single C2H3FO2 molecule.

```
8
Properties=species:S:1:pos:R:3
O -1.13 -0.85 -0.42
H -0.11 1.31 1.08
C 0.21 0.99 0.12
F 1.63 1.20 -0.07
C 0.06 -0.67 0.18
H -0.96 -1.70 -0.69
H -0.44 1.27 -0.81
O 0.73 -1.55 0.61
```

**E_HOMO**: -0.4018 Ha
**Orbital gap**: 0.4262 Eh
**Lowest unoccupied orbital energy**: 0.7 eV

In elementary charge units, the Löwdin charges are:
1. O 0.104
2. H 0.097
3. C -0.017
4. F -0.085
5. C -0.467
6. H 0.071
7. H 0.148
8. O 0.149

Which is the most stable structure? version R is the most stable.

Version P
ORCA calculation (wB97M-V/def2-TZVPD) on 2 unconnected molecules or ions with the total composition C5H15N2O.

```
23
Properties=species:S:1:pos:R:3
H 2.07 -2.24 0.15
H -0.05 -3.11 2.27
N 0.78 0.60 -0.25
H 0.95 -4.28 1.34
C -0.03 -1.73 0.27
H -2.73 5.34 -1.40
C 0.44 1.87 -0.31
H -2.29 4.55 -2.75
C -0.13 -0.47 -0.61
H -0.93 3.18 -0.88
H 1.59 -3.25 2.88
C 1.04 -3.34 1.92
H -1.20 -0.21 -0.48
H 0.09 -0.76 -1.63
H -1.14 1.60 -1.60
H -0.50 -2.53 -0.35
H 1.56 -1.34 1.55
O -2.21 4.64 -1.80
C 1.31 -2.17 0.91
H -0.58 -1.46 1.18
H 1.67 0.33 0.20
H 0.97 2.59 0.32
N -0.67 2.20 -0.93
```

**E_HOMO**: -0.5376 Ha
**Net charge**: +1
**Orbital gap**: 0.4173 Eh
**Lowest unoccupied orbital energy**: -3.3 eV

Atom charges from the Löwdin analysis, given in e for atoms 1 to 8:
1. H 0.103
2. H 0.094
3. N 0.061
4. H 0.082
5. C -0.201
6. H 0.056
7. C -0.099
8. H 0.052

Version Q
ORCA calculation (wB97M-V/def2-TZVPD) on 2 unconnected molecules or ions with the total composition C5H15N2O.

```
23
Properties=species:S:1:pos:R:3
C -0.92 -0.23 3.22
C -0.88 -0.24 -2.10
H -1.46 0.64 2.86
H 1.01 0.30 -1.63
H -1.43 1.03 0.91
N -1.41 0.12 -0.95
H -0.16 0.32 3.81
H 3.58 0.40 -1.39
H 0.61 -1.04 0.20
H -0.19 1.60 -0.13
H -1.39 -0.90 3.95
C -0.68 0.70 0.18
H -1.19 -1.66 1.62
C 0.23 -0.29 0.91
O 2.82 0.96 -1.17
H 0.76 -0.26 -3.23
H -1.57 -0.66 -2.83
H 1.18 0.12 1.29
H -2.38 -0.09 -0.75
N 0.42 -0.18 -2.30
H 0.37 -1.80 2.44
C -0.37 -1.08 2.09
H 3.19 1.59 -0.54
```

**E_HOMO**: -0.5274 Ha
**Net charge**: +1
**Orbital gap**: 0.4136 Eh
**Lowest unoccupied orbital energy**: -3.1 eV

Atom charges from the Löwdin analysis, given in e for atoms 1 to 8:
1. C -0.102
2. C -0.114
3. H 0.058
4. H 0.071
5. H 0.117
6. N 0.072
7. H 0.088
8. H 0.067

Version R
ORCA calculation (wB97M-V/def2-TZVPD) on 2 unconnected molecules or ions with the total composition C5H15N2O.

```
23
Properties=species:S:1:pos:R:3
H -3.53 0.55 -0.09
N -0.12 -1.75 1.07
H -0.62 1.81 0.13
H 1.54 2.45 -0.29
H -2.55 -0.63 -0.14
H 0.85 0.08 1.24
H -1.07 -0.83 2.68
H 1.05 -1.49 -1.39
H 1.21 2.52 -2.00
C 0.61 -0.72 0.54
C 1.11 1.90 -1.11
C 1.81 0.54 -1.31
H -0.88 2.47 -1.35
H 2.82 0.63 -0.92
C -0.54 -1.75 2.47
H -0.05 -2.66 0.65
N -0.36 1.74 -0.85
H 0.30 -1.82 3.16
H 1.92 0.37 -2.37
H -0.68 0.81 -1.13
O -2.61 0.32 -0.31
C 1.09 -0.66 -0.71
H -1.20 -2.58 2.69
```

**E_HOMO**: -0.4258 Ha
**Net charge**: +1
**Orbital gap**: 0.3147 Eh
**Lowest unoccupied orbital energy**: -3.0 eV

Atom charges from the Löwdin analysis, given in e for atoms 1 to 8:
1. H 0.069
2. N -0.077
3. H 0.149
4. H 0.125
5. H 0.057
6. H 0.137
7. H 0.077
8. H 0.108

Version S
ORCA calculation (wB97M-V/def2-TZVPD) on 2 unconnected molecules or ions with the total composition C5H15N2O.

```
23
Properties=species:S:1:pos:R:3
H -3.32 2.27 -1.52
H 0.84 -2.41 -1.67
N -2.59 2.14 -0.84
C -1.39 0.35 0.22
H 0.23 2.08 0.45
N 1.68 -0.56 1.06
H 1.44 0.42 1.37
H 1.13 -0.07 -0.90
H -0.77 -1.55 1.01
H 1.37 2.95 1.06
H -1.01 -1.59 -0.58
H 1.36 -1.15 1.83
C 0.90 -0.86 -0.19
C 1.40 -2.16 -0.77
H 1.39 -3.02 -0.12
C -0.59 -0.92 0.14
H 2.46 -2.10 -1.04
H 2.68 -0.65 0.92
H -1.46 0.82 1.19
H -2.00 0.45 -1.81
C -1.97 0.92 -0.84
H -2.83 2.58 0.04
O 1.04 2.05 0.98
```

**E_HOMO**: -0.4332 Ha
**Net charge**: +1
**Orbital gap**: 0.3280 Eh
**Lowest unoccupied orbital energy**: -2.9 eV

Atom charges from the Löwdin analysis, given in e for atoms 1 to 8:
1. H 0.097
2. H 0.100
3. N 0.065
4. C -0.147
5. H 0.044
6. N 0.203
7. H 0.112
8. H 0.153

Which is the most stable structure? version Q is the most stable.

Version P
ORCA calculation (wB97M-V/def2-TZVPD) on a gas-phase ion, C5H15N2O (charge +1).

```
23
Properties=species:S:1:pos:R:3
H -1.73 1.57 -2.97
O 2.91 0.24 1.62
H -3.24 1.62 -0.73
H -1.72 0.41 0.95
C 1.86 -0.64 1.89
H 0.04 0.72 -1.29
H 0.37 0.79 0.34
H 1.72 -2.47 0.79
H 0.37 -1.68 -1.25
C 1.16 -1.54 0.88
H 1.04 0.03 2.32
H 2.15 -1.26 2.73
C -1.58 0.17 -0.09
N -1.42 1.75 -2.00
H 1.73 -0.58 -0.86
H 0.22 -1.62 1.65
C -2.42 1.01 -1.14
H -1.74 -0.87 -0.32
N -0.14 0.20 -0.34
H -2.94 0.37 -1.88
C 0.79 -1.03 -0.49
H -1.20 2.77 -1.83
H 3.76 0.04 2.03
```

**E_HOMO**: -0.5132 Ha
**Net charge**: +1
**Orbital gap**: 0.4089 Eh
**Lowest unoccupied orbital energy**: -2.8 eV

Atom charges from the Löwdin analysis, given in e for atoms 1 to 8:
1. H 0.090
2. O -0.052
3. H 0.122
4. H 0.128
5. C -0.313
6. H 0.171
7. H 0.166
8. H 0.123

Version Q
ORCA calculation (wB97M-V/def2-TZVPD) on 2 unconnected molecules or ions with the total composition C5H15N2O.

```
23
Properties=species:S:1:pos:R:3
H 4.46 1.17 0.17
C -3.31 -1.21 0.78
H -1.02 1.87 1.05
H -1.17 -0.94 1.40
O 0.77 0.03 0.38
C 4.17 0.50 -0.64
C -1.83 -0.98 0.53
N -1.87 1.49 0.64
H 0.20 1.31 -1.00
H 3.71 1.12 -1.41
H -3.50 -1.46 1.83
N 3.28 -0.59 -0.28
H -1.42 -1.76 -0.11
C 0.06 0.28 -0.64
H -2.16 2.24 0.03
H 0.14 -0.41 -1.48
H -3.71 -1.98 0.13
H -3.90 -0.30 0.60
H 2.33 -0.28 -0.12
H 5.06 0.12 -1.17
C -1.62 0.38 -0.19
H -2.28 0.47 -1.06
H 3.62 -1.05 0.56
```

**E_HOMO**: -0.4737 Ha
**Net charge**: +1
**Orbital gap**: 0.1638 Eh
**Lowest unoccupied orbital energy**: -8.4 eV

Atom charges from the Löwdin analysis, given in e for atoms 1 to 8:
1. H 0.084
2. C -0.055
3. H 0.128
4. H 0.122
5. O 0.031
6. C -0.145
7. C -0.186
8. N 0.164

Which is the most stable structure? version P is the most stable.